[1]
{
  "formula": "C3H5Cl2NS",
  "method": "ωB97M-V with the def2-TZVPD basis set",
  "smiles": "CCN(Cl)C(=S)Cl",
  "e_above_lowest_kcal_mol": 48.76,
  "elements": ["C", "C", "N", "Cl", "C", "S", "Cl", "H", "H", "H", "H", "H"],
  "positions_angstrom": [[1.2606, 0.3548, -0.8875], [-0.2061, -0.3989, -0.8059], [-0.5125, -0.5847, 0.5643], [0.5796, -1.6410, 1.3694], [-1.2571, 0.2450, 1.4040], [-1.3320, 0.1830, 3.0125], [-2.2093, 1.5445, 0.6540], [1.3030, 1.2156, -0.3659], [1.9435, -0.3642, -0.5749], [1.3616, 0.5336, -1.8794], [-0.9177, 0.3177, -1.2108], [-0.0135, -1.4053, -1.2798]]
}

[2]
{
  "formula": "C3H5ClF2",
  "method": "ωB97M-V with the def2-TZVPD basis set",
  "smiles": "C=CF.FCCl",
  "e_above_lowest_kcal_mol": 33.01,
  "elements": ["C", "C", "F", "H", "H", "H", "F", "C", "Cl", "H", "H"],
  "positions_angstrom": [[0.8258, 1.0236, 0.6545], [0.7189, 1.1455, -0.6573], [1.5567, 0.5299, -1.5066], [0.1155, 1.5347, 1.3003], [1.5982, 0.4052, 1.1018], [-0.0302, 1.7356, -1.1796], [-1.0745, -2.3938, 0.8253], [-0.8220, -1.2896, 0.0780], [-2.3417, -0.5924, -0.5178], [-0.2181, -1.5626, -0.7901], [-0.3286, -0.5359, 0.6915]]
}

[3]
{
  "formula": "C3H5ClFN",
  "method": "ωB97M-V with the def2-TZVPD basis set",
  "smiles": "N[C@H]1[C@@H](F)[C@@H]1Cl",
  "e_above_lowest_kcal_mol": 38.50,
  "elements": ["N", "C", "C", "F", "C", "Cl", "H", "H", "H", "H", "H"],
  "positions_angstrom": [[-1.7222, 1.3620, -0.0745], [-0.6383, 0.7809, 0.4997], [-0.5667, -0.7854, 0.4595], [-1.6881, -1.3277, -0.2332], [0.3457, 0.0016, -0.4196], [2.1593, 0.0175, -0.0400], [-2.5393, 0.4863, -0.0645], [-1.6760, 1.7294, -1.1574], [-0.1503, 1.0900, 1.5083], [-0.1488, -1.2961, 1.2795], [0.2093, 0.1261, -1.5029]]
}

Q: Number 2 is which compound?
A: C3H5ClF2